Record 1
Formula: C19H27NO3
Source: the Open Molecules 2025 dataset
Level of theory: wB97M-V/def2-TZVPD

```
50
Properties=species:S:1:pos:R:3:forces:R:3
C 2.914510 -2.748953 2.011653 -0.02 -0.05 -0.30
H 2.421389 -3.633849 2.407877 -0.04 -0.10 0.10
H 3.990011 -2.895887 2.086143 0.11 0.00 0.08
H 2.647594 -1.897910 2.633315 -0.02 0.11 0.13
C 2.513305 -2.507600 0.555930 -0.09 0.01 0.19
C 3.226529 -1.266895 0.023444 -0.08 -0.28 -0.02
H 2.936526 -1.058134 -1.001870 0.00 0.12 -0.16
H 4.303726 -1.421530 0.047866 0.11 0.04 -0.01
H 2.993815 -0.397578 0.632640 -0.02 0.16 0.06
H 2.854500 -3.370848 -0.029004 -0.03 0.02 0.01
C 0.981487 -2.447093 0.400635 0.25 0.11 -0.25
C 0.351108 -1.179133 0.975757 -0.12 -0.32 0.15
C -1.169818 -1.271581 0.913763 0.05 0.14 0.00
C -1.652212 -1.432494 -0.534821 0.06 -0.27 -0.03
C -1.407163 -0.142617 -1.306332 -0.46 -0.23 0.32
O -0.552520 0.022155 -2.149304 0.37 -0.04 -0.36
N -2.260024 0.853085 -0.953008 -0.15 0.43 0.08
H -2.989038 0.682191 -0.280527 0.07 -0.13 -0.03
C -2.160673 2.171766 -1.518003 0.08 0.04 0.04
C -3.420029 2.585750 -2.259314 0.01 0.21 -0.15
O -3.607393 3.676338 -2.724951 0.11 0.13 -0.01
O -4.323234 1.602007 -2.332092 -0.36 -0.55 0.00
H -5.098242 1.894971 -2.837486 0.23 0.24 0.06
H -1.346620 2.115272 -2.254477 -0.23 0.06 0.10
C -1.811184 3.230186 -0.452120 0.05 -0.10 -0.27
C -0.543739 2.857728 0.264634 -0.09 0.05 0.04
C 0.672363 2.868017 -0.407808 -0.04 0.00 0.05
C 1.837492 2.502808 0.240658 0.08 0.01 -0.04
C 1.803413 2.127145 1.573446 0.06 0.00 0.08
C 0.597338 2.112413 2.250965 0.05 -0.03 0.09
C -0.569122 2.470588 1.597109 -0.01 0.03 -0.02
H -1.508016 2.459350 2.134128 -0.10 0.01 0.03
H 0.562450 1.819727 3.290325 0.00 -0.03 0.09
H 2.714436 1.848026 2.082322 0.08 -0.03 0.04
H 2.775021 2.510449 -0.295363 0.08 0.00 -0.05
H 0.706515 3.165645 -1.445390 0.01 0.02 -0.15
H -2.636095 3.307028 0.260154 -0.01 0.06 0.00
H -1.704602 4.191629 -0.957143 -0.09 0.00 0.06
C -0.967251 -2.636409 -1.187203 0.06 0.26 -0.19
C 0.552948 -2.575671 -1.061486 -0.07 -0.19 0.17
H 0.983033 -3.479846 -1.498970 0.06 -0.02 -0.02
H 0.910785 -1.718556 -1.628841 0.07 -0.04 -0.04
H -1.240697 -2.675110 -2.243171 -0.06 -0.08 0.00
H -1.337645 -3.546175 -0.706744 -0.04 -0.01 -0.01
H -2.735795 -1.604867 -0.530995 0.05 0.07 -0.01
H -1.608455 -0.376474 1.361539 -0.06 -0.04 0.06
H -1.505822 -2.136379 1.492338 -0.05 0.00 0.02
H 0.657516 -1.032841 2.012611 0.05 0.11 0.02
H 0.675815 -0.312888 0.399228 0.11 0.14 0.01
H 0.571763 -3.306954 0.947941 -0.02 -0.02 0.03
```
Forces are in eV/Å.

Summary:
- Kohn-Sham gap: 9.75 eV
- HOMO level: -9.24 eV
- SMILES: CC(C)[C@H]1CC[C@@H](C(=O)N[C@H](Cc2ccccc2)C(=O)O)CC1
- Total charge: 0
- Energy relative to the best compared isomer or geometry (same formula, charge and spin): 9.2 kJ/mol


Record 2
Formula: C19H28BiF8N7O2PS2Te
Source: the Open Molecules 2025 dataset
Level of theory: wB97M-V/def2-TZVPD

```
69
Properties=species:S:1:pos:R:3:forces:R:3
Bi -0.289510 -0.219708 0.172058 -0.13 -0.52 -0.06
F 4.480291 -1.515860 3.705550 0.02 0.10 -0.06
C 4.211935 -0.285383 3.224518 0.08 -0.07 0.15
F 4.911671 0.592897 3.965386 -0.01 -0.11 -0.04
F 4.683497 -0.226516 1.979094 -0.05 0.04 0.09
C 2.735454 0.006253 3.341395 -0.04 0.05 -0.18
C 2.244444 0.297316 4.601537 -0.12 0.04 -0.05
C 0.892592 0.568369 4.785475 0.05 -0.01 0.06
C 0.078555 0.553446 3.676191 -0.03 0.01 -0.03
N 0.542067 0.265405 2.457344 0.14 0.12 0.23
C 1.844675 -0.027134 2.254763 -0.12 0.06 0.30
S 2.217847 -0.443685 0.611154 0.51 -0.06 -0.21
H 2.918578 0.320694 5.447957 0.04 -0.01 -0.03
H 0.494618 0.793370 5.763631 -0.01 0.03 -0.01
H -0.980892 0.778714 3.737024 0.03 0.01 0.04
C 1.528327 5.007477 -1.390221 -0.05 -0.14 0.03
N 1.414373 3.965903 -2.403563 0.13 0.16 -0.20
C 0.154171 4.124176 -3.128416 -0.02 -0.04 0.14
N -1.003627 4.131738 -2.235013 -0.17 0.09 -0.17
C -0.834144 5.149484 -1.204024 0.04 -0.10 0.00
N 0.408861 4.994725 -0.451266 0.04 0.24 0.04
C 0.412891 3.809849 0.383529 -0.01 -0.44 0.10
P 0.217647 2.254713 -0.656853 -0.21 1.28 -0.17
C 1.597234 2.635064 -1.876583 -0.11 -0.34 0.20
C -1.249280 2.819632 -1.671314 0.18 -0.10 0.13
H 1.539103 5.975404 -1.892572 0.02 0.00 0.01
H 2.464791 4.881417 -0.844238 -0.01 0.02 0.00
H 0.046062 3.307706 -3.843481 0.01 0.04 -0.04
H 0.180690 5.070678 -3.669551 0.02 0.00 0.02
H -1.680111 5.104472 -0.515560 0.00 0.04 -0.01
H -0.821129 6.129080 -1.683535 0.00 -0.01 0.01
H -0.390050 3.868677 1.122000 0.01 -0.02 -0.01
H 1.364804 3.747076 0.916491 -0.04 -0.01 0.06
H 1.576655 1.899680 -2.678395 0.00 -0.07 0.04
H 2.549539 2.564286 -1.347786 0.00 -0.06 -0.02
H -2.127767 2.862194 -1.021440 0.01 -0.05 -0.02
H -1.426643 2.097511 -2.468972 -0.03 -0.08 0.05
C 1.001203 -5.050194 -2.327830 0.06 -0.10 -0.32
N 0.534406 -4.804035 -0.959739 -0.04 0.05 -0.01
C 0.294791 -5.816585 -0.098740 -0.06 -0.08 0.15
C -0.135148 -5.588976 1.164554 0.00 -0.09 0.07
C -0.288968 -4.236876 1.556251 0.14 0.13 -0.36
N -0.055346 -3.246251 0.694979 -0.08 0.28 0.04
C 0.334256 -3.510625 -0.550733 0.18 -0.07 -0.11
O 0.627119 -2.592957 -1.380849 -0.06 0.04 0.88
N -0.661489 -3.899542 2.796780 -0.03 -0.08 0.04
H 1.433941 -6.044743 -2.386550 0.00 -0.02 0.12
H 1.744086 -4.303828 -2.594922 -0.01 -0.02 0.05
H 0.172432 -4.967240 -3.028074 0.04 -0.02 0.08
H 0.478440 -6.815515 -0.467654 -0.02 0.01 -0.07
H -0.321166 -6.403566 1.847574 0.02 -0.02 -0.03
H -0.806560 -4.598570 3.503258 0.01 0.03 0.00
H -0.666072 -2.929891 3.059106 -0.01 0.02 0.00
F -0.995561 -3.170641 -3.574964 0.11 0.89 0.03
Te -0.478995 -1.472714 -2.933316 -1.39 -0.94 -2.49
F -1.734895 -2.057763 -1.484406 0.72 0.36 0.12
F -2.222003 -0.730793 -3.305145 0.50 -0.27 0.19
F -0.326562 -0.642615 -4.632304 0.04 -0.29 0.37
F 1.247475 -1.993814 -3.566950 -0.41 0.18 0.42
O 0.059758 0.010437 -2.032890 0.17 -0.19 0.51
C -3.836927 -1.074702 1.529053 0.19 0.20 -0.13
S -3.340761 0.544252 0.881416 -0.32 0.08 -0.01
C -4.168806 0.432010 -0.730605 0.14 -0.06 0.19
H -3.469402 -1.859616 0.867785 -0.01 -0.05 0.05
H -4.921908 -1.111931 1.593267 -0.01 -0.04 0.01
H -3.416570 -1.185775 2.527117 -0.01 -0.03 0.00
H -5.242735 0.376370 -0.566143 0.00 0.00 -0.03
H -3.809448 -0.444359 -1.267687 0.01 0.05 -0.09
H -3.936819 1.331934 -1.293975 0.00 -0.01 -0.04
```
Forces are in eV/Å.

Summary:
- Kohn-Sham gap: 7.73 eV
- HOMO level: -11.05 eV
- Total charge: +1
- Energy relative to the best compared isomer or geometry (same formula, charge and spin): 85.4 kJ/mol


Record 3
Formula: C19H28Br2FeNO3S
Source: the Open Molecules 2025 dataset
Level of theory: wB97M-V/def2-TZVPD

```
55
Properties=species:S:1:pos:R:3:forces:R:3
Fe 0.276704 0.015267 -0.905029 -0.10 -0.27 0.38
C -3.066796 -1.437733 -0.706129 0.15 -0.03 -0.12
C -2.116596 -0.562833 0.052371 0.40 0.19 -0.01
C -1.221796 -1.092433 1.002371 0.07 0.27 0.06
C -1.001496 -2.576533 1.081871 -0.08 0.01 0.00
C -0.579796 -0.226133 1.909771 -0.30 0.15 -0.21
C 0.141804 -0.800033 3.092971 0.07 0.01 -0.08
C -0.708196 1.164867 1.762271 -0.09 -0.20 -0.24
C -0.034996 2.095667 2.727671 0.01 -0.03 0.02
C -1.487296 1.697567 0.717771 0.00 -0.44 0.05
C -1.685596 3.180767 0.614571 -0.01 0.00 -0.10
C -2.176096 0.830867 -0.152029 0.24 -0.04 0.14
C -3.019396 1.345367 -1.279229 0.01 -0.05 -0.05
H -2.805196 -1.437533 -1.762629 -0.14 -0.08 -0.06
H -4.074496 -1.034633 -0.612729 -0.05 -0.02 -0.02
H -3.074196 -2.455333 -0.331729 -0.01 -0.06 -0.01
H -1.770096 -3.053333 1.689971 -0.02 -0.13 0.05
H -0.031696 -2.800333 1.515371 0.04 -0.08 0.02
H -1.026196 -3.012133 0.085771 0.00 -0.10 0.01
H 1.193004 -0.976833 2.865671 0.15 -0.04 0.10
H -0.302296 -1.744333 3.391071 0.02 -0.07 0.06
H 0.083604 -0.126833 3.941871 0.04 0.00 0.07
H -0.704196 2.348167 3.551071 -0.04 0.05 0.08
H 0.250804 3.020767 2.239571 0.06 0.13 0.03
H 0.859304 1.652867 3.149671 0.08 -0.01 0.08
H -0.899396 3.635667 0.011171 0.06 0.22 0.00
H -1.678996 3.638367 1.598671 0.04 0.10 0.00
H -2.637596 3.416567 0.151871 -0.03 0.06 0.00
H -4.078596 1.314067 -1.021329 -0.08 0.07 -0.01
H -2.867796 0.716567 -2.153029 -0.08 0.03 -0.10
H -2.754896 2.360367 -1.551729 -0.05 0.06 -0.06
Br 3.032904 0.286567 -2.667629 0.48 0.18 -0.25
C 1.811704 1.359467 -3.677329 0.40 -0.16 -0.35
Br 0.615204 2.241267 -2.446929 -0.29 0.36 0.23
H 1.235904 0.689167 -4.316929 0.07 0.26 0.22
H 2.364604 2.117167 -4.227929 -0.16 -0.02 0.18
C 4.235804 0.221067 2.307971 -0.13 -0.02 -0.12
C 3.609404 1.425467 2.023871 -0.02 -0.08 -0.14
C 2.598204 1.439767 1.075571 0.05 0.28 0.14
N 2.171004 0.340667 0.464571 -0.95 -0.17 -0.66
C 2.779904 -0.812933 0.726871 0.28 -0.27 0.15
C 3.826304 -0.918833 1.629971 -0.11 0.12 -0.08
H 5.029104 0.171667 3.038871 0.06 0.00 0.03
H 3.898304 2.338567 2.522471 0.02 0.05 -0.04
H 2.107304 2.359767 0.789771 -0.02 0.08 0.06
H 2.410804 -1.665533 0.176371 0.03 -0.22 -0.02
H 4.301104 -1.872233 1.797571 0.01 -0.09 0.02
C -0.869596 -3.130033 -3.452329 0.39 0.50 0.20
S 0.088004 -1.664133 -3.082729 -0.30 -0.03 -0.82
O 0.910404 -1.332633 -4.212029 -0.12 -0.65 -0.16
O -0.862096 -0.568733 -2.752429 0.12 0.17 0.51
O 0.842804 -1.916233 -1.831329 -0.12 0.23 0.87
H -0.951596 -3.214433 -4.526029 0.01 0.02 -0.21
H -1.846296 -3.016533 -3.004129 -0.16 -0.05 0.15
H -0.340696 -3.975133 -3.033929 0.08 -0.20 0.02
```
Forces are in eV/Å.

Summary:
- Kohn-Sham gap (alpha / beta): 9.42 / 8.79 eV
- HOMO level (alpha / beta): -11.94 / -12.09 eV
- Total charge: +1
- 2S+1: 5
- Energy relative to the best compared isomer or geometry (same formula, charge and spin): 27.5 kJ/mol